(1)
Below is 2 unconnected molecules or ions with the total composition C5H17N3O, with properties calculated with the ωB97M-V functional and the def2-TZVPD basis.

ORCA input file:
```
! RIJCOSX wB97M-V def2-TZVPD def2/J DEFGRID3
* xyz 0 1
O -1.73174 2.48882 1.16728
N 1.63961 0.32291 -2.73600
N 0.55102 -0.37843 -0.73980
N -2.44047 0.01695 -0.93482
C 0.37844 -1.14493 1.48420
C 1.84971 -0.85860 1.80374
C -0.21304 -0.17783 0.41072
C -1.76922 -0.67346 0.21701
C 1.01109 0.83468 -1.49522
H 2.52181 -1.40622 1.19062
H 1.88763 1.16599 -0.83571
H 0.16214 1.53758 -1.70236
H -0.12942 0.94039 0.75345
H -2.83355 -0.71914 -1.51442
H 1.39866 -0.65855 -2.85034
H 2.11606 -1.18037 2.82097
H -2.42763 -0.43228 1.08047
H 0.15550 -2.23325 1.34835
H 2.67917 0.39664 -2.72960
H -1.60715 -1.71468 0.06990
H -1.60473 3.41653 0.92475
H -2.41018 1.87785 0.73233
H -0.05341 -0.92450 2.46381
H 2.06057 0.22546 1.76638
H 0.51621 -1.29646 -1.22743
H -1.70708 0.57491 -1.46830
*
```

Computed properties:
highest occupied orbital energy = -0.3018 Ha

---

(2)
Below is a molecular structure, C26H39CaF5N4O5, with properties calculated with the ωB97M-V functional and the def2-TZVPD basis.

ORCA input file:
```
! RIJCOSX wB97M-V def2-TZVPD def2/J DEFGRID3
* xyz 0 1
Ca -1.31114 -1.18185 -0.27780
F -2.46734 -3.70226 1.99191
F -1.60216 -2.62734 4.64085
F -4.87307 -2.10313 4.11846
F -3.01997 0.54853 4.07157
F -4.05762 -0.59162 1.28627
O -1.35882 2.92660 -1.50844
O -0.99993 -2.97908 -3.44874
O -2.24573 -2.55756 -1.62209
O -1.49117 0.88667 -0.59096
O -0.86750 -1.22891 1.91826
N 1.76004 -0.22094 1.75306
N 1.55832 0.44411 -1.03310
N 0.46409 2.24560 1.08724
N 0.80305 -2.50404 -0.76344
C 1.86818 0.95398 2.66266
C 1.77497 -3.16268 0.16088
C 3.84867 0.96540 -1.73337
C -0.92165 2.67841 0.83398
C -1.99229 -0.35532 3.92383
C 2.66929 2.43979 -0.13720
C 1.43749 3.15564 0.44427
C -1.90664 -0.86150 2.54742
C 0.69614 1.90259 2.47474
C -3.29929 -1.33094 2.13158
C 2.86241 -2.22860 0.74126
C 1.95980 2.39619 -2.54994
C 1.88280 4.30748 1.34843
C 1.11059 -4.02380 1.23264
C -3.67863 -2.05535 3.49523
C -3.36940 -2.75429 2.27812
C 1.20041 -0.44054 -2.15743
C 2.48126 1.55373 -1.38029
C -1.21546 -2.99114 -2.24491
C -2.43357 -1.68323 4.21580
C 4.14748 -0.72678 2.18343
C -0.11435 -3.55829 -1.30240
C 2.75309 -1.33520 1.99684
C 1.52130 -1.90584 -1.92119
C 2.34784 -2.06180 3.27733
C -1.32960 2.16689 -0.55594
H 0.69745 -4.93810 0.81546
H 0.79907 -0.60376 1.87413
H 0.30985 -3.48943 1.74634
H 0.86739 2.76748 3.13097
H 2.53138 -1.43313 4.14926
H 2.40947 5.05845 0.76003
H 0.92174 2.69538 -2.39866
H 2.36169 -3.84593 -0.47400
H -0.19952 1.40762 2.85092
H 0.70117 0.87250 -0.70045
H 2.01369 1.84475 -3.48959
H 1.24899 -2.45177 -2.82704
H 4.87686 -1.53182 2.26292
H 0.47015 -4.30569 -1.85222
H 2.59801 -2.01808 -1.79245
H 0.14069 -0.31821 -2.41551
H 1.72909 -0.14404 -3.06437
H 4.25162 0.38642 -0.89740
H 3.69195 -2.90214 0.97075
H 2.56984 3.29444 -2.66783
H 1.85563 -4.32391 1.96865
H -1.58406 2.22900 1.57442
H 3.17806 1.85271 0.63370
H 1.86082 0.59293 3.69057
H 3.79551 0.31256 -2.60521
H 2.56278 3.96971 2.13533
H -1.02872 3.76677 0.88141
H 3.38237 3.22086 -0.41732
H 4.55258 1.76554 -1.96577
H 4.42927 -0.10349 1.33147
H 2.81727 1.44805 2.48014
H 0.89481 3.59433 -0.39535
H -0.62297 -4.04360 -0.47333
H 2.95018 -2.96200 3.39767
H 4.21733 -0.13565 3.09504
H 1.29664 -2.34574 3.27732
H 3.23071 -1.57832 -0.05507
H 1.80166 0.08332 0.74723
H 1.02682 4.79234 1.82067
*
```

Computed properties:
highest occupied orbital energy (alpha / beta) = -0.3262 / -0.3172 Ha

---

(3)
Below is 2 unconnected molecules or ions with the total composition C3H10N3O, with properties calculated with the ωB97M-V functional and the def2-TZVPD basis.

ORCA input file:
```
! RIJCOSX wB97M-V def2-TZVPD def2/J DEFGRID3
* xyz 1 1
O 1.71420 1.65009 -0.36205
N 1.08942 0.69879 -2.25021
N -0.28256 0.55542 1.61850
N -1.89674 -0.18163 0.14590
C -0.76235 -0.37290 0.76586
C -0.17067 -1.73709 0.74791
C 0.91906 0.73103 -0.94173
H 0.77913 -0.00372 -2.95720
H -0.40730 -2.06528 -0.24747
H -0.63039 -2.28384 1.51252
H 1.73700 1.25884 -2.74938
H 1.77064 1.40413 0.53688
H -2.55549 -0.95576 -0.00878
H -0.61565 1.45597 1.74199
H 0.70533 0.62494 1.83180
H 0.89005 -1.49507 0.83915
H -2.28367 0.71608 -0.22371
*
```

Computed properties:
highest occupied orbital energy = -0.4736 Ha

---

(4)
Below is a molecular structure, H4NPS3, with properties calculated with the ωB97M-V functional and the def2-TZVPD basis.

ORCA input file:
```
! RIJCOSX wB97M-V def2-TZVPD def2/J DEFGRID3
* xyz 0 1
S 1.36891 -1.60091 -0.78635
S 1.44168 1.79991 -0.64596
S -2.08457 0.03866 -0.15481
P 0.70609 0.09672 0.33949
N 1.01700 -0.35279 1.80666
H 1.50943 -2.38651 0.30288
H 1.58541 1.43767 -1.93385
H 1.15468 0.49870 2.44391
H -1.82313 -1.16006 0.04914
*
```

Computed properties:
highest occupied orbital energy = -0.3271 Ha

---

(5)
Below is a single C18H29N5O3S molecule, with properties calculated with the ωB97M-V functional and the def2-TZVPD basis.

ORCA input file:
```
! RIJCOSX wB97M-V def2-TZVPD def2/J DEFGRID3
* xyz 0 1
S 0.58729 -1.60494 0.44630
O -0.41907 5.60594 0.14280
O -3.51496 2.38065 -0.63905
O 7.31459 -0.56344 -0.44373
N 0.80428 1.09881 0.47265
N 4.49745 -0.64534 -0.11381
N -1.90188 3.93616 -0.22695
N -1.22962 0.33321 -0.05517
N 0.31759 3.46328 0.33512
C -3.09724 -0.81571 1.02933
C 1.66873 3.85498 0.66788
C -5.26122 -1.53254 -0.11389
C -0.64499 4.41913 0.08836
C 3.10061 -0.85712 -0.44030
C 5.12994 0.37600 -0.93117
C 2.34419 -1.31202 0.80173
C 5.28508 -1.86498 -0.17374
C -1.29678 1.71190 -0.06747
C 6.54771 0.61639 -0.41107
C -0.01838 2.14660 0.25735
C 6.69997 -1.56960 0.32431
C -2.36329 2.62253 -0.34390
C -4.16072 -1.90086 0.87911
C -7.49505 -2.18598 -1.09409
C 0.04061 0.03127 0.28428
C -6.41070 -2.53760 -0.08327
C -2.32599 -0.57326 -0.27007
H -3.68397 -2.83369 0.56903
H 1.98220 3.34051 1.57506
H 1.67511 4.93291 0.81556
H 2.71641 -2.26290 1.17927
H -8.30743 -2.90779 -1.05265
H 4.55358 1.29957 -0.85179
H -2.98338 -0.12176 -1.01467
H -4.61306 -2.07229 1.85847
H 7.07123 1.34052 -1.03741
H -5.64363 -0.53789 0.12344
H -1.91771 -1.51468 -0.64876
H -4.85231 -1.49764 -1.12491
H -6.02234 -3.53592 -0.29887
H -6.84388 -2.56150 0.91928
H 5.33875 -2.25606 -1.20600
H 5.18111 0.07426 -1.99227
H 2.40078 -0.55290 1.57865
H -2.38749 -1.11353 1.80535
H 7.33324 -2.45389 0.23599
H 6.48987 0.99515 0.62040
H 4.83000 -2.62354 0.46461
H -7.90112 -1.19840 -0.88761
H 2.96684 -1.59309 -1.25106
H 2.67163 0.09393 -0.76237
H 2.34675 3.58761 -0.14356
H 6.64954 -1.25666 1.37818
H -7.08918 -2.18328 -2.10332
H -2.59079 4.65910 -0.40388
H -3.56892 0.12038 1.33433
*
```

Computed properties:
highest occupied orbital energy = -0.2975 Ha

---

(6)
Below is a molecular structure, C12H14BF5N6V, with properties calculated with the ωB97M-V functional and the def2-TZVPD basis.

ORCA input file:
```
! RIJCOSX wB97M-V def2-TZVPD def2/J DEFGRID3
* xyz 0 4
V -2.00155 0.41191 0.83205
F -4.29676 2.33018 3.01323
F -2.09160 3.38068 2.18988
F -1.33182 2.05943 3.76164
F -3.87934 0.81840 1.47373
F -3.22165 0.54468 3.67333
N -0.65720 -0.34914 -1.82268
N 1.84455 -1.49428 -1.49074
N 2.40136 -0.58051 -0.65297
N -1.13166 0.62490 -0.91704
N -0.52305 -2.12488 -0.15589
N -0.99131 -1.32661 0.91889
C -0.96333 -3.37443 0.06056
C 4.09118 -1.58586 -1.71994
C 3.26820 3.70847 1.35375
C -1.46654 -3.46456 1.34180
C -1.81638 1.16398 -2.97207
C 3.72968 -0.64019 -0.73233
C -1.19822 -0.07647 -3.01783
C -3.31899 1.46865 2.68450
C -1.94100 2.05746 2.51881
C 2.88478 -2.12709 -2.20059
C -1.68317 1.63918 -1.66885
C -1.35772 -2.20363 1.91045
B 0.16786 -1.62341 -1.46506
H 4.36067 -0.02792 -0.10125
H 2.93805 4.74045 1.45676
H -1.45955 -1.92939 2.95910
H 2.75472 -2.89504 -2.98715
H 5.08858 -1.82820 -2.02872
H -1.88691 2.62404 -1.25733
H -1.17300 -0.79618 -3.80819
H 4.12185 3.68436 0.67883
H 2.46264 3.12571 0.91172
H -2.33738 1.63561 -3.76851
H -0.04359 -2.44843 -2.32563
H -1.90111 -4.33062 1.79516
H 3.52837 3.32541 2.27497
H -0.96967 -4.11667 -0.71640
*
```

Computed properties:
highest occupied orbital energy (alpha / beta) = -0.3109 / -0.3142 Ha

---

(7)
Below is a molecular structure, H4KO2, with properties calculated with the ωB97M-V functional and the def2-TZVPD basis.

ORCA input file:
```
! RIJCOSX wB97M-V def2-TZVPD def2/J DEFGRID3
* xyz 1 1
K -26.97696 -34.08617 16.22910
O -25.45264 -32.28708 14.49175
O -27.94649 -31.67458 17.02779
H -25.07570 -32.15819 13.61140
H -27.42195 -31.03943 17.48574
H -24.67958 -32.20409 15.10210
H -28.19262 -31.21754 16.17003
*
```

Computed properties:
highest occupied orbital energy = -0.5946 Ha

---

Max |F| / eV/Å: 3.215, 0.596, 2.879, 3.918, 1.393, 3.850, 2.443
Relative energy (zero: lowest compared OMol25 entry of this formula, charge and spin) / kJ/mol: 228.2, 25.4, 315.3, 143.5, 15.4, 8.1, 18.0